Density functional theory data (ωB97M-V with the def2-TZVPD basis set) for a molecular structure, C2H2FLiO2Yb in a non-equilibrium geometry.

The LUMO energy (spin up / spin down) is -0.208 / -0.227 Ha. The energy comes out at -40642.582 eV. As for the spin multiplicity: 2. The frontier orbital gap (spin up / spin down) is 6.781 / 6.144 eV. Its total charge is +1.

Geometry as XYZ:
```
9
C2H2FLiO2Yb ωB97M-V with the def2-TZVPD basis set
F -1.90847 -0.92361 0.69138
C -1.03117 0.04646 0.17345
C -1.58602 1.28331 0.12711
H -1.13891 2.03533 -0.52788
H -2.55456 1.50196 0.59489
O 1.51470 -1.67464 -0.16295
O 2.83637 -0.94577 -0.00457
Li 2.54802 -1.43371 -1.91113
Yb 1.32004 0.11068 1.01970
```